# C3H8NO3

A 2-piece molecular cluster, C3H8NO3 overall (ωB97M-V with the def2-TZVPD basis set, OMol25).

The HOMO energy comes out at -2.686 eV. As for the total charge: -1. Its relative energy (zero: lowest compared OMol25 entry of this formula, charge and spin) is 383.5 kJ/mol. The largest force on an atom comes out at 0.11461 Eh/bohr. As for the HOMO-LUMO gap: 0.2290 Ha.

Each line ends with the natural charge from an NBO analysis.
Atoms and positions in Å:
C (1.47436, 1.30743, 0.18115)  0.514
N (0.50442, 0.64158, 0.87359)  -0.615
C (0.08623, -0.62330, 0.33665)  -0.305
C (-1.21581, -1.34635, 1.00072)  -0.001
O (-1.42880, -2.53330, 0.40908)  -0.950
O (2.15665, 2.10410, 0.84508)  -0.658
H (1.42286, 1.19746, -0.95420)  0.143
H (0.55979, 0.57534, 1.84970)  0.386
H (0.76874, -1.48263, 0.65773)  0.176
H (-0.16421, -0.64352, -0.72022)  0.160
H (-2.27096, -0.83249, 0.71287)  0.083
H (-0.88983, -1.26621, 2.03346)  0.066
H (-0.03629, 0.28030, -2.08013)  0.476
H (-0.83341, 1.67392, -2.45624)  0.485
O (-0.13374, 0.94767, -2.68924)  -0.961

Forces on atoms 1 to 2 (eV/Å):
-0.49 1.68 2.51
-0.13 -1.02 -3.18